DFT (wB97M-V/def2-TZVPD) results for a molecular structure, C32H90F4N10O17PbS4 at a distorted geometry.

Each line ends with the Löwdin spin population.
Geometry (Å):
Pb: -2.238 0.630 -4.250  0.000
N: -2.964 -1.434 -5.251  0.000
S: -2.130 -2.761 -5.331  0.000
O: -1.552 -3.262 -6.586  0.000
O: -2.346 -3.653 -4.183  0.000
F: -0.813 -1.938 -4.919  0.000
S: -4.214 -2.274 -6.080  0.000
O: -4.872 -3.316 -5.352  0.000
O: -4.051 -2.389 -7.537  0.000
F: -5.312 -1.065 -6.018  0.000
N: -0.612 0.626 -2.444  0.000
S: -0.379 -0.730 -1.505  0.000
O: -0.818 -0.835 -0.108  0.000
O: 0.783 -1.487 -1.845  0.000
F: -1.573 -1.493 -2.252  0.000
S: -0.348 1.583 -1.313  0.000
O: 0.902 1.492 -0.534  0.000
O: -1.506 1.988 -0.535  0.000
F: -0.006 2.793 -2.281  0.000
O: 0.414 1.185 -4.888  0.000
H: 1.165 1.777 -4.933  0.000
H: 0.273 1.048 -3.951  0.000
C: 4.524 2.267 3.131  0.048
C: 4.736 1.871 1.701  0.092
C: 4.771 0.373 1.272  0.007
O: 5.916 -0.288 1.897  0.011
C: 7.214 -0.175 1.253  0.002
N: 3.628 2.406 0.868  0.721
H: 5.354 1.874 3.720  0.007
H: 3.687 1.714 3.557  0.000
H: 4.480 3.354 3.198  0.001
H: 5.675 2.342 1.411  0.029
H: 4.873 0.375 0.187  0.000
H: 3.885 -0.174 1.596  0.000
H: 7.088 -0.558 0.241  0.000
H: 7.937 -0.816 1.757  0.000
H: 7.536 0.866 1.214  0.001
H: 2.895 1.738 0.677  0.026
H: 3.140 3.137 1.365  0.021
C: 1.090 -1.269 2.997  0.000
C: 0.842 -1.699 4.447  0.000
C: 0.570 -0.492 5.382  0.000
O: 0.352 -0.855 6.804  0.000
C: 0.003 0.222 7.615  0.000
N: -0.375 -2.418 4.361  0.000
H: 1.971 -0.640 2.866  0.000
H: 0.277 -0.706 2.539  0.000
H: 1.257 -2.160 2.391  0.000
H: 1.548 -2.382 4.919  0.000
H: -0.273 0.051 4.955  0.000
H: 1.363 0.256 5.386  0.000
H: -0.811 0.852 7.255  0.000
H: 0.852 0.905 7.597  0.000
H: -0.106 -0.103 8.649  0.000
H: -1.005 -1.899 3.766  0.000
H: -0.797 -2.295 5.270  0.000
C: 2.806 5.745 -5.557  0.000
C: 2.049 6.425 -4.363  0.000
C: 1.135 7.565 -4.841  0.000
O: 1.822 8.643 -5.415  0.000
C: 0.933 9.736 -5.775  0.000
N: 1.307 5.408 -3.651  0.000
H: 3.327 6.488 -6.161  0.000
H: 2.341 5.126 -6.325  0.000
H: 3.665 5.186 -5.186  0.000
H: 2.815 6.908 -3.756  0.000
H: 0.647 7.926 -3.935  0.000
H: 0.385 7.172 -5.528  0.000
H: 0.697 10.334 -4.895  0.000
H: 0.011 9.412 -6.259  0.000
H: 1.552 10.295 -6.478  0.000
H: 1.701 4.534 -3.968  0.000
H: 1.634 5.543 -2.705  0.000
C: -3.346 -0.774 1.848  0.000
C: -4.324 -1.937 2.054  0.000
C: -3.896 -3.012 1.047  0.000
O: -4.131 -2.525 -0.312  0.000
C: -4.127 -3.459 -1.385  0.000
N: -4.367 -2.488 3.403  0.000
H: -3.641 -0.006 2.564  0.000
H: -3.393 -0.316 0.860  0.000
H: -2.298 -0.931 2.105  0.000
H: -5.326 -1.583 1.811  0.000
H: -4.470 -3.935 1.127  0.000
H: -2.881 -3.388 1.175  0.000
H: -4.142 -2.900 -2.321  0.000
H: -4.903 -4.210 -1.234  0.000
H: -3.219 -4.056 -1.469  0.000
H: -3.484 -2.625 3.873  0.000
H: -4.812 -1.779 3.968  0.000
C: 0.617 2.334 2.759  0.004
C: 0.599 3.702 2.119  0.002
C: -0.432 4.725 2.726  0.002
O: -0.339 6.083 2.267  0.000
C: -1.375 6.941 2.601  0.000
N: 1.985 4.176 2.267  0.019
H: 0.876 2.424 3.814  0.000
H: 1.493 1.781 2.419  0.002
H: -0.265 1.694 2.765  0.000
H: 0.425 3.599 1.048  0.001
H: -0.402 4.781 3.814  0.000
H: -1.428 4.360 2.475  0.000
H: -1.264 7.217 3.649  0.000
H: -2.380 6.531 2.498  0.000
H: -1.274 7.880 2.056  0.000
H: 1.830 5.172 2.213  0.001
H: 2.161 4.083 3.257  0.000
C: -1.801 -5.818 2.936  0.000
C: -0.352 -5.640 2.525  0.000
C: -0.121 -4.791 1.213  0.000
O: -0.442 -5.530 0.036  0.000
C: -0.282 -4.656 -1.106  0.000
N: 0.407 -5.057 3.645  0.000
H: -2.197 -4.811 3.071  0.000
H: -1.992 -6.486 3.776  0.000
H: -2.193 -6.312 2.047  0.000
H: 0.149 -6.589 2.335  0.000
H: 0.939 -4.579 1.078  0.000
H: -0.711 -3.875 1.192  0.000
H: -0.434 -5.246 -2.010  0.000
H: 0.699 -4.191 -1.206  0.000
H: -1.034 -3.869 -1.052  0.000
H: 1.383 -4.870 3.466  0.000
H: 0.083 -4.106 3.746  0.000
C: -4.296 2.226 -1.672  0.000
C: -4.994 1.002 -2.367  0.000
C: -5.670 1.386 -3.694  0.000
O: -4.612 1.671 -4.626  0.000
C: -5.001 1.910 -5.988  0.000
N: -3.981 -0.066 -2.521  0.000
H: -3.850 1.873 -0.742  0.000
H: -5.056 2.944 -1.362  0.000
H: -3.501 2.723 -2.227  0.000
H: -5.828 0.693 -1.737  0.000
H: -6.299 2.259 -3.522  0.000
H: -6.387 0.683 -4.118  0.000
H: -5.046 2.999 -5.950  0.000
H: -5.991 1.561 -6.281  0.000
H: -4.239 1.769 -6.755  0.000
H: -3.843 -0.443 -1.594  0.000
H: -4.192 -0.781 -3.202  0.000
C: 4.528 -6.136 2.867  0.000
C: 3.548 -6.249 1.716  0.000
C: 3.870 -5.168 0.721  0.000
O: 3.466 -3.804 1.091  0.000
C: 3.507 -2.940 -0.054  0.000
N: 3.759 -7.608 1.182  0.000
H: 5.581 -6.053 2.598  0.000
H: 4.436 -6.959 3.575  0.000
H: 4.193 -5.210 3.335  0.000
H: 2.537 -6.182 2.117  0.000
H: 3.434 -5.448 -0.239  0.000
H: 4.937 -5.251 0.516  0.000
H: 4.529 -2.795 -0.404  0.000
H: 3.253 -1.910 0.193  0.000
H: 2.801 -3.202 -0.841  0.000
H: 3.001 -7.798 0.541  0.000
H: 4.518 -7.431 0.539  0.000

Atoms 1-3, force components in eV/Å:
Pb -1.290 0.289 -0.698
N -3.732 -1.877 -2.400
S 8.514 -3.931 2.290

* E_LUMO (spin up / spin down): -3.65 / -7.33 eV
* 2S+1: 2
* expectation value of S²: 0.754
* E_tot: -143791.5246 eV
* charge: +1
* HOMO (spin up / spin down): -10.1 / -10.1 eV
* F_max: 9.8 eV/A
* frontier orbital gap (spin up / spin down): 6.4 / 2.8 eV